{
  "formula": "C49H50NOSi",
  "method": "ωB97M-V/def2-TZVPD",
  "species": ["C", "Si", "C", "C", "O", "C", "C", "C", "C", "C", "C", "C", "C", "C", "C", "C", "C", "C", "C", "C", "C", "C", "N", "C", "C", "C", "C", "C", "C", "C", "C", "H", "H", "H", "H", "H", "H", "H", "H", "H", "H", "H", "H", "H", "H", "H", "H", "H", "H", "H", "H", "H", "H", "H", "H", "H", "H", "H", "H", "H", "H", "H", "H", "H", "C", "C", "C", "C", "C", "C", "C", "C", "C", "C", "C", "C", "C", "C", "C", "C", "C", "C", "C", "C", "C", "H", "H", "H", "H", "H", "H", "H", "H", "H", "H", "H", "H", "H", "H", "H", "H", "H"],
  "coordinates": [[0.604314, -0.996531, -6.807946], [-0.169235, 0.359158, -5.795040], [0.830936, 1.925812, -5.946657], [-1.968270, 0.641475, -6.193987], [-0.221357, -0.173607, -4.207004], [0.518818, 0.026363, -3.016466], [2.008900, -0.082110, -3.361423], [2.860353, 1.021425, -3.291225], [4.209827, 0.880338, -3.628276], [4.674842, -0.328358, -4.136038], [3.797405, -1.405999, -4.302486], [2.453888, -1.283108, -3.930130], [0.054705, 1.324728, -2.321833], [-1.191761, 1.858617, -2.654383], [-1.593046, 3.093787, -2.133451], [-0.767172, 3.769314, -1.233882], [0.410613, 3.160404, -0.787675], [0.817689, 1.932280, -1.321880], [0.085762, -1.125749, -2.048825], [-1.416440, -1.113200, -1.662332], [-1.503751, -1.060041, -0.137710], [-0.069591, -0.936547, 0.400068], [0.792548, -1.052240, -0.771590], [2.091949, -1.379991, -0.650765], [2.765953, -1.475989, 0.543142], [3.918931, -2.322913, 0.693189], [4.656318, -2.310051, 1.902948], [5.761064, -3.135999, 2.075203], [6.174951, -3.996671, 1.044393], [5.454741, -4.027757, -0.160533], [4.336568, -3.217740, -0.333921], [0.693773, -0.669661, -7.854636], [1.608319, -1.271966, -6.458099], [-0.018773, -1.901329, -6.786039], [0.561321, 2.421659, -6.891814], [0.635576, 2.630201, -5.128456], [1.908482, 1.720804, -5.973544], [-2.101078, 0.942036, -7.242902], [-2.552934, -0.273646, -6.027135], [-2.400868, 1.433419, -5.568798], [2.469080, 1.995675, -3.006305], [4.873512, 1.740623, -3.516864], [5.712952, -0.417985, -4.461200], [4.147286, -2.344773, -4.741085], [1.755203, -2.115428, -4.090582], [-1.837397, 1.314867, -3.344849], [-2.549203, 3.516394, -2.451114], [-1.045186, 4.765440, -0.874846], [1.037958, 3.649575, -0.040584], [1.768074, 1.492735, -1.007839], [0.328143, -2.091584, -2.531576], [-1.969006, -0.287037, -2.115126], [-1.849295, -2.033324, -2.068463], [-2.118199, -0.219055, 0.208978], [-1.960965, -1.971445, 0.271010], [0.080127, 0.034637, 0.906913], [0.178231, -1.708531, 1.147939], [2.615122, -1.610639, -1.580235], [2.416826, -0.902729, 1.405448], [4.325705, -1.632361, 2.693416], [6.312639, -3.111357, 3.018233], [7.052969, -4.631866, 1.177493], [5.771454, -4.694169, -0.965113], [3.760642, -3.277620, -1.260109], [-5.083718, -2.311017, 7.085431], [-3.704799, -2.454079, 6.867078], [-3.053423, -1.662720, 5.923792], [-3.782408, -0.754592, 5.114434], [-3.122273, 0.094188, 4.126350], [-1.761061, 0.424395, 4.298505], [-0.963968, 1.041354, 3.348125], [0.342511, 1.568453, 3.622727], [0.987653, 2.377324, 2.651016], [2.254883, 2.898645, 2.888548], [2.913289, 2.634424, 4.099950], [2.278637, 1.861447, 5.083532], [1.006371, 1.341171, 4.859026], [-3.882653, 0.595106, 2.977714], [-3.690389, 1.891301, 2.447811], [-4.396979, 2.319012, 1.326552], [-5.249340, 1.433244, 0.654573], [-5.458054, 0.144076, 1.165823], [-4.828282, -0.246791, 2.342144], [-5.179093, -0.640536, 5.335609], [-5.813488, -1.381252, 6.329888], [-5.582519, -2.910231, 7.848045], [-3.130412, -3.186189, 7.437838], [-1.972246, -1.754261, 5.786127], [-1.315391, 0.143092, 5.258912], [-1.352630, 1.195912, 2.335427], [0.452308, 2.607618, 1.727507], [2.732058, 3.522497, 2.130656], [3.911961, 3.033648, 4.279666], [2.778730, 1.666052, 6.034026], [0.509911, 0.752649, 5.631359], [-2.988628, 2.569824, 2.937066], [-4.272384, 3.343445, 0.968433], [-5.757718, 1.747431, -0.257223], [-6.120356, -0.558948, 0.655023], [-5.049711, -1.224358, 2.778321], [-5.765511, 0.056717, 4.731017], [-6.881823, -1.238699, 6.503567]],
  "forces_ev_per_angstrom": [[-0.081, -0.146, -0.350], [0.327, -0.036, 0.626], [0.034, 0.189, -0.197], [-0.171, -0.014, -0.254], [-0.334, -0.249, 0.394], [-0.609, 0.064, 0.085], [-0.444, 0.554, -0.384], [0.303, -0.450, -0.055], [-0.230, 0.111, -0.114], [0.041, -0.086, -0.092], [-0.337, 0.014, -0.019], [0.590, 0.087, 0.077], [0.387, -0.304, -0.301], [0.085, 0.552, 0.007], [0.093, -0.277, -0.006], [-0.063, 0.001, 0.177], [-0.114, -0.158, -0.190], [-0.085, 0.453, 0.092], [0.064, -0.176, 0.136], [0.112, -0.402, -0.642], [-0.090, -0.181, 0.600], [0.119, 0.330, -0.229], [-0.863, 0.448, 0.119], [1.099, -0.471, 1.159], [-1.088, 0.671, -0.965], [1.438, -0.586, -0.005], [-0.289, -0.088, -0.654], [0.154, -0.275, -0.277], [-0.227, 0.284, 0.038], [0.103, 0.180, 0.350], [-0.014, 0.301, 0.608], [-0.025, -0.152, 0.174], [-0.261, 0.201, -0.052], [0.119, 0.165, -0.048], [0.106, -0.038, 0.214], [-0.013, -0.104, -0.136], [-0.201, 0.013, 0.027], [-0.006, -0.083, 0.204], [0.136, 0.172, -0.052], [0.138, -0.115, -0.121], [0.229, -0.297, 0.013], [-0.135, -0.318, -0.150], [-0.281, -0.033, 0.217], [-0.062, 0.362, 0.142], [0.387, 0.409, 0.130], [0.304, 0.339, 0.059], [0.330, -0.040, 0.136], [0.089, -0.401, -0.071], [-0.141, 0.002, -0.301], [-0.398, 0.112, -0.028], [-0.070, 0.432, 0.058], [0.271, -0.253, 0.060], [-0.098, 0.178, 0.213], [0.058, -0.095, -0.141], [0.048, 0.216, -0.169], [0.074, -0.176, -0.197], [0.090, 0.048, -0.312], [-0.371, -0.328, 0.382], [-0.126, -0.501, -0.032], [0.174, -0.202, -0.135], [-0.152, -0.025, -0.309], [-0.311, 0.184, -0.025], [-0.109, 0.170, 0.244], [0.232, -0.060, 0.297], [0.165, 0.339, -0.310], [0.012, 0.126, -0.120], [-0.176, 0.108, -0.098], [-0.379, -0.146, 0.490], [0.192, -0.037, -0.246], [0.012, -0.252, -0.018], [-0.354, 0.189, 0.350], [0.774, 0.215, 0.190], [-0.139, -0.253, 0.279], [-0.024, -0.004, 0.135], [-0.459, -0.146, -0.222], [-0.251, -0.105, -0.019], [0.128, 0.181, -0.320], [-0.334, 0.058, -0.378], [0.063, -0.080, 0.033], [0.010, -0.193, -0.076], [0.155, -0.117, 0.303], [0.067, 0.172, 0.073], [0.093, -0.031, 0.073], [0.095, -0.003, 0.007], [0.229, -0.154, -0.062], [0.152, 0.164, -0.234], [-0.209, 0.270, -0.138], [-0.434, -0.133, 0.038], [-0.240, 0.317, -0.447], [0.141, -0.099, 0.354], [0.242, -0.171, 0.209], [-0.120, -0.205, 0.243], [-0.293, -0.108, -0.057], [-0.147, 0.075, -0.324], [0.340, 0.172, -0.181], [-0.388, -0.112, -0.063], [0.001, -0.385, 0.079], [0.116, -0.064, 0.273], [0.187, 0.310, 0.180], [0.227, 0.262, -0.301], [0.249, -0.184, 0.321], [0.361, -0.097, -0.044]],
  "lowdin_charge": [-0.15, 0.42, -0.14, -0.15, -0.17, -0.34, -0.17, -0.04, -0.06, -0.07, -0.07, -0.07, -0.13, -0.04, -0.07, -0.09, -0.09, -0.04, -0.17, -0.09, -0.13, -0.14, -0.07, -0.09, -0.06, -0.24, -0.06, -0.10, -0.10, -0.09, -0.04, 0.04, 0.02, 0.04, 0.04, 0.03, 0.04, 0.04, 0.04, 0.03, 0.11, 0.11, 0.11, 0.11, 0.13, 0.10, 0.11, 0.11, 0.09, 0.12, 0.15, 0.09, 0.12, 0.09, 0.11, 0.09, 0.13, 0.10, 0.09, 0.10, 0.10, 0.10, 0.10, 0.10, -0.04, -0.05, -0.01, -0.17, -0.05, 0.00, 0.04, -0.20, -0.01, -0.05, -0.03, -0.05, 0.00, -0.18, -0.02, -0.05, -0.04, -0.05, -0.02, -0.01, -0.05, 0.12, 0.12, 0.12, 0.11, 0.11, 0.09, 0.11, 0.12, 0.12, 0.11, 0.12, 0.12, 0.12, 0.12, 0.13, 0.12, 0.12],
  "molar_mass_g_mol": 697.03,
  "e_homo_ev": -8.5,
  "orbital_gap_ev": 3.19,
  "total_charge": 1
}

=====

{
  "formula": "C49H50NP2PdS5Sb2",
  "method": "ωB97M-V/def2-TZVPD",
  "species": ["Pd", "S", "Sb", "S", "S", "S", "C", "S", "C", "C", "C", "N", "P", "C", "C", "C", "C", "C", "C", "C", "C", "C", "C", "C", "C", "P", "C", "C", "C", "C", "C", "C", "C", "C", "C", "C", "C", "C", "H", "H", "H", "H", "H", "H", "H", "H", "H", "H", "H", "H", "H", "H", "H", "H", "H", "H", "H", "H", "H", "H", "H", "H", "H", "H", "H", "H", "H", "C", "C", "C", "C", "C", "C", "C", "Sb", "C", "C", "C", "C", "C", "C", "C", "C", "C", "C", "C", "C", "C", "C", "H", "H", "H", "H", "H", "H", "H", "H", "H", "H", "H", "H", "H", "H", "H", "H", "H", "H", "H", "H", "H"],
  "coordinates": [[-2.508760, -0.907701, -0.609694], [-6.045678, -2.841095, -1.868906], [-5.688786, -0.899195, -0.795455], [-2.094789, -0.610155, -2.848625], [-4.152571, -1.229499, 1.062750], [-3.539477, 0.630294, -2.026599], [4.372441, -5.963021, -1.819803], [4.253323, -4.301070, -2.502944], [2.547024, -3.939201, -2.028416], [2.178472, -2.507704, -2.384980], [0.761297, -2.148867, -1.947944], [0.526677, -2.197886, -0.475282], [0.832844, -0.547605, 0.148261], [2.657307, -0.559017, 0.316938], [3.266230, 0.690554, 0.232645], [4.642030, 0.820583, 0.373931], [5.426654, -0.304910, 0.572439], [4.829906, -1.557747, 0.652448], [3.455014, -1.679686, 0.540182], [0.394501, -0.529562, 1.939350], [1.363688, -0.687643, 2.936357], [1.064520, -0.495136, 4.274845], [-0.219885, -0.131719, 4.657435], [-1.189919, 0.027848, 3.683242], [-0.885723, -0.161568, 2.339291], [-1.122910, -2.647244, -0.113249], [-0.922184, -3.396957, 1.547653], [-2.022085, -3.551848, 2.386253], [-1.885332, -4.200953, 3.605937], [-0.655938, -4.708199, 3.997496], [0.441089, -4.570880, 3.158238], [0.307029, -3.922194, 1.941735], [-1.441332, -4.141626, -1.083834], [-0.547806, -5.212480, -1.127992], [-0.873066, -6.352855, -1.838750], [-2.100833, -6.439131, -2.491198], [-2.995583, -5.384555, -2.432469], [-2.663060, -4.228170, -1.735512], [5.367937, -6.343762, -2.041665], [3.637254, -6.629990, -2.270232], [4.234832, -5.953364, -0.738237], [2.438421, -4.096273, -0.953261], [1.875094, -4.635416, -2.536353], [2.207823, -2.388564, -3.472555], [2.916380, -1.816527, -1.978745], [0.084815, -2.864389, -2.422485], [0.492911, -1.162033, -2.342832], [2.657069, 1.573152, 0.070642], [5.095679, 1.802162, 0.319018], [6.501361, -0.209810, 0.663282], [5.439145, -2.440699, 0.798635], [2.989600, -2.653050, 0.618309], [2.378199, -0.952013, 2.673953], [1.842120, -0.628883, 5.016978], [-0.460583, 0.019740, 5.702368], [-2.203908, 0.299943, 3.949219], [-1.720028, -0.037130, 1.660031], [-2.983798, -3.156387, 2.083335], [-2.748532, -4.305458, 4.250836], [-0.551307, -5.208951, 4.952114], [1.406548, -4.963038, 3.454773], [1.161745, -3.803469, 1.290796], [0.395911, -5.149207, -0.601737], [-0.176236, -7.181355, -1.880133], [-2.354299, -7.336442, -3.042403], [-3.955972, -5.433560, -2.928957], [-3.368898, -3.406021, -1.712739], [1.838471, 4.572061, -1.298056], [1.812109, 4.114554, 0.136261], [2.904685, 4.432977, 0.942266], [2.972927, 4.046954, 2.272418], [1.929035, 3.324022, 2.824478], [0.838622, 2.997811, 2.031622], [0.747470, 3.387707, 0.694016], [-1.058819, 2.554393, -0.195966], [-0.905125, 3.115232, -2.268707], [-0.003055, 2.284526, -2.934117], [0.236917, 2.413372, -4.293599], [-0.454414, 3.373861, -5.013174], [-1.386457, 4.174419, -4.369379], [-1.633381, 4.056913, -3.003270], [-2.692428, 4.919434, -2.373209], [-2.496584, 3.886781, 0.718971], [-3.636737, 3.196409, 1.135703], [-4.664775, 3.835973, 1.814693], [-4.549312, 5.186095, 2.100961], [-3.416543, 5.880120, 1.701712], [-2.383846, 5.253223, 1.008838], [-1.192631, 6.073377, 0.594946], [2.654554, 5.278225, -1.456658], [0.904904, 5.051800, -1.591669], [1.977900, 3.737606, -1.985568], [3.721169, 5.001633, 0.509341], [3.840146, 4.305842, 2.867471], [1.960638, 3.000274, 3.857377], [0.040995, 2.410061, 2.476193], [0.516311, 1.505223, -2.380487], [0.939442, 1.752535, -4.785845], [-0.289813, 3.486819, -6.077741], [-1.948442, 4.905108, -4.940646], [-3.200741, 5.517811, -3.129884], [-2.276289, 5.599744, -1.628397], [-3.439860, 4.309544, -1.863626], [-3.723489, 2.130663, 0.939020], [-5.540029, 3.275650, 2.118334], [-5.338768, 5.703092, 2.632510], [-3.333796, 6.939110, 1.922400], [-1.467714, 7.123082, 0.478722], [-0.771183, 5.722802, -0.345471], [-0.395669, 6.011736, 1.339435]],
  "forces_ev_per_angstrom": [[-0.050, -0.941, 0.221], [0.128, -0.107, -0.036], [0.151, 0.389, 0.240], [-0.233, 0.662, -0.051], [-0.374, 0.243, -0.029], [-0.010, -0.298, -0.456], [0.004, -0.048, -0.001], [-0.004, 0.024, 0.030], [-0.030, 0.015, -0.008], [0.015, -0.027, -0.054], [-0.048, -0.116, -0.046], [-0.135, 0.081, 0.087], [0.128, -0.075, -0.129], [0.071, 0.002, -0.036], [0.033, -0.001, 0.023], [-0.015, -0.009, -0.004], [0.003, 0.000, 0.015], [0.034, -0.002, 0.011], [-0.054, 0.001, -0.040], [0.266, -0.128, 0.039], [0.013, 0.009, 0.000], [-0.019, -0.001, 0.012], [0.033, -0.017, -0.023], [-0.033, -0.036, -0.036], [-0.416, 0.075, 0.360], [0.344, 0.315, 0.336], [0.083, -0.086, -0.029], [-0.053, 0.014, -0.068], [0.014, 0.004, -0.014], [-0.016, -0.002, -0.007], [0.032, 0.003, 0.020], [-0.007, 0.061, 0.009], [-0.042, 0.013, -0.064], [-0.054, -0.019, 0.058], [0.016, -0.011, -0.002], [-0.026, 0.002, -0.016], [0.028, 0.007, -0.012], [-0.019, -0.034, -0.115], [0.008, 0.007, -0.002], [-0.012, 0.017, -0.016], [-0.006, 0.018, 0.004], [0.030, 0.005, 0.016], [0.022, -0.008, 0.003], [0.012, -0.013, -0.001], [-0.020, 0.021, 0.043], [-0.009, 0.090, -0.023], [0.021, 0.011, 0.021], [0.014, 0.009, -0.026], [-0.004, 0.012, -0.005], [0.009, -0.002, -0.001], [-0.001, -0.011, 0.006], [-0.017, -0.040, -0.016], [-0.018, -0.010, -0.009], [-0.006, 0.002, 0.014], [0.004, 0.008, 0.008], [-0.004, -0.006, 0.014], [0.261, -0.003, -0.286], [0.014, -0.005, 0.004], [-0.008, 0.001, 0.005], [0.001, -0.003, 0.003], [0.000, 0.000, 0.000], [0.059, 0.016, -0.014], [-0.001, -0.019, 0.020], [0.002, -0.003, 0.002], [-0.003, -0.005, 0.000], [-0.009, -0.023, 0.009], [0.001, 0.004, 0.035], [-0.018, 0.036, -0.012], [-0.031, 0.055, 0.005], [0.015, -0.011, -0.010], [0.008, -0.024, 0.009], [0.026, -0.008, 0.015], [-0.026, 0.012, 0.022], [0.013, 0.064, -0.097], [-0.222, -0.065, 0.053], [0.102, -0.041, 0.045], [0.013, 0.010, -0.004], [-0.011, -0.006, -0.002], [0.009, -0.010, 0.002], [0.006, 0.010, 0.006], [-0.024, 0.017, 0.026], [-0.058, 0.041, -0.009], [0.071, 0.039, -0.018], [0.051, -0.055, 0.035], [-0.006, 0.022, 0.017], [-0.026, -0.024, 0.004], [0.007, 0.010, -0.038], [-0.049, -0.013, -0.008], [0.100, -0.015, 0.106], [-0.007, 0.006, 0.010], [-0.005, -0.005, -0.004], [0.013, -0.028, 0.000], [0.004, -0.002, 0.003], [0.000, 0.003, 0.010], [0.007, -0.001, 0.003], [-0.028, 0.007, 0.002], [-0.008, 0.033, -0.005], [0.003, 0.000, -0.006], [0.004, -0.004, -0.003], [-0.008, -0.001, -0.002], [0.002, -0.005, -0.014], [-0.081, -0.056, -0.141], [-0.006, -0.005, -0.012], [-0.015, -0.003, -0.024], [-0.005, 0.006, 0.000], [-0.008, 0.002, 0.006], [0.004, 0.008, 0.002], [0.007, -0.001, 0.000], [0.057, -0.021, 0.021], [0.019, -0.009, 0.015]],
  "lowdin_charge": [-0.07, -0.31, 0.27, -0.01, -0.18, -0.18, -0.43, 0.80, -0.53, -0.26, -0.34, -0.42, 1.04, -0.38, -0.09, -0.07, -0.09, -0.08, -0.12, -0.36, -0.09, -0.08, -0.08, -0.08, -0.18, 0.88, -0.32, -0.10, -0.08, -0.09, -0.09, -0.11, -0.34, -0.10, -0.09, -0.09, -0.07, -0.10, 0.02, 0.03, 0.03, 0.05, 0.08, 0.12, 0.09, 0.09, 0.04, 0.08, 0.10, 0.10, 0.10, 0.09, 0.09, 0.10, 0.10, 0.11, 0.00, 0.00, 0.10, 0.10, 0.10, 0.07, 0.09, 0.10, 0.10, 0.10, 0.01, -0.05, -0.31, -0.07, -0.10, -0.09, -0.15, -0.33, 1.52, -0.37, -0.21, -0.10, -0.09, -0.06, -0.30, -0.04, -0.33, -0.15, -0.09, -0.10, -0.06, -0.31, -0.07, 0.07, 0.06, 0.07, 0.10, 0.10, 0.10, 0.08, 0.06, 0.10, 0.10, 0.10, 0.08, 0.05, 0.08, 0.06, 0.10, 0.10, 0.10, 0.08, 0.04, 0.09],
  "molar_mass_g_mol": 1225.17,
  "e_homo_ev": -4.3,
  "orbital_gap_ev": 6.36,
  "total_charge": -1
}

=====

Number 2 is which compound? C49H50NP2PdS5Sb2

=====

Number 2 is which compound? C49H50NP2PdS5Sb2